#A
Density functional theory data (ωB97M-V/def2-TZVPD) for a 2-piece molecular cluster, C5H10O2 overall.

Last column: natural (NBO) charge in e.
Element x y z (Å)
C  0.726  -0.076  1.822  -0.30
C  1.708  0.764  1.385  -0.60
C  0.087  -1.400  -1.095  -0.12
O  0.901  -0.243  -1.282  -0.74
C  0.226  -2.071  0.231  -0.43
C  0.363  -1.430  1.448  -0.34
H  0.128  0.294  2.647  0.17
H  2.477  0.428  0.696  0.19
H  1.847  1.741  1.819  0.16
H  0.350  -2.026  -1.936  0.16
H  -1.008  -1.180  -1.160  0.10
H  0.380  0.505  -0.970  0.47
H  -0.408  -2.949  0.314  0.17
H  0.200  -2.087  2.311  0.17
H  -2.896  3.985  -2.245  0.46
H  -2.804  2.490  -1.864  0.46
O  -2.277  3.257  -2.122  -0.96

HOMO energy (spin up / spin down), eV: 0.6115 / -3.1823
Orbital gap (spin up / spin down), eV: 2.564 / 6.246
2S+1: 2
Net charge: -1

---

#B
Density functional theory data (ωB97M-V/def2-TZVPD) for an isolated ion of composition C5H10O2 and charge -1.

Last column: natural (NBO) charge in e.
Element x y z (Å)
O  -0.899  3.701  -0.159  -0.78
C  -0.969  2.486  -0.507  0.01
C  0.137  1.454  -0.280  -0.49
C  -0.201  0.122  -0.956  -0.41
C  0.817  -0.887  -0.284  -0.42
C  -0.030  -1.743  0.657  -0.07
O  0.849  -2.385  1.631  -0.76
H  -1.987  2.005  -0.553  0.04
H  0.107  1.304  0.846  0.15
H  1.140  1.724  -0.661  0.18
H  -0.145  0.137  -2.067  0.20
H  -1.220  -0.194  -0.678  0.18
H  1.385  -1.543  -0.950  0.18
H  1.652  -0.412  0.253  0.21
H  -0.459  -2.583  0.125  0.16
H  -0.795  -1.065  1.064  0.17
H  0.618  -2.122  2.518  0.46

HOMO energy (spin up / spin down), eV: 0.4604 / -3.0367
Orbital gap (spin up / spin down), eV: 2.874 / 6.294
2S+1: 2
Net charge: -1

---

#C
Density functional theory data (ωB97M-V/def2-TZVPD) for a 2-piece molecular cluster, C5H10O2 overall.

Last column: natural (NBO) charge in e.
Element x y z (Å)
C  2.894  -0.750  -1.339  -0.63
C  -1.162  -1.376  1.600  -0.83
C  -0.223  -0.631  0.919  0.28
O  -0.196  0.775  0.979  -0.74
C  0.722  -1.154  -0.072  -0.39
C  1.665  -0.313  -0.625  -0.35
H  2.765  -1.282  -2.327  0.15
H  3.420  -1.503  -0.733  0.18
H  3.501  0.140  -1.608  0.19
H  -1.409  -1.010  2.592  0.16
H  -1.663  -2.152  1.030  0.20
H  -0.722  0.949  1.770  0.46
H  0.981  -2.202  0.072  0.18
H  1.408  0.744  -0.728  0.17
H  -3.662  2.079  -1.397  0.47
H  -2.283  2.887  -1.501  0.48
O  -3.040  2.644  -0.959  -0.96

HOMO energy (spin up / spin down), eV: 0.1942 / -2.3694
Orbital gap (spin up / spin down), eV: 3.399 / 5.874
2S+1: 2
Net charge: -1

---

Structures ranked by computed energy, the most stable listed first: #B, #C, #A.

---

#A
Density functional theory data (ωB97M-V/def2-TZVPD) for a 2-piece molecular cluster, C3H10NO overall.

Last column: natural (NBO) charge in e.
Element x y z (Å)
C  -0.581  1.371  -1.913  -0.32
O  0.577  0.789  -1.493  -0.30
H  -1.428  0.674  -1.908  0.19
H  -0.422  1.697  -2.953  0.24
H  -0.819  2.305  -1.395  0.18
C  0.412  -1.912  1.043  -0.41
N  -0.225  -0.677  0.644  -0.64
C  -0.163  0.454  1.523  -0.41
H  0.511  -2.564  0.181  0.20
H  -0.222  -2.418  1.783  0.18
H  1.399  -1.808  1.516  0.16
H  0.021  -0.443  -0.318  0.37
H  -0.243  0.114  2.558  0.19
H  0.729  1.078  1.440  0.17
H  -1.000  1.133  1.331  0.19

HOMO energy (spin up / spin down), eV: -8.3047 / -8.2141
Orbital gap (spin up / spin down), eV: 9.333 / 6.467
2S+1: 2
Net charge: 0

---

#B
Density functional theory data (ωB97M-V/def2-TZVPD) for one molecule with the formula C3H10NO.

Last column: natural (NBO) charge in e.
Element x y z (Å)
C  -0.445  -0.907  0.403  -0.32
C  0.411  0.273  0.901  -0.45
C  -0.132  1.565  0.272  -0.05
O  0.235  1.505  -1.098  -0.76
N  0.213  -1.565  -0.767  -1.09
H  -1.422  -0.548  0.115  0.21
H  -0.676  -1.639  1.179  0.23
H  0.384  0.368  1.975  0.22
H  1.428  0.295  0.533  0.23
H  -1.200  1.748  0.383  0.17
H  0.322  2.427  0.772  0.17
H  -0.456  1.764  -1.711  0.48
H  -0.321  -2.386  -1.143  0.28
H  1.088  -2.047  -0.395  0.27
H  0.572  -0.852  -1.420  0.41

HOMO energy (spin up / spin down), eV: -3.4277 / -10.9616
Orbital gap (spin up / spin down), eV: 4.156 / 11.557
2S+1: 2
Net charge: 0

---

Structures ranked by computed energy, the most stable listed first: #A, #B.

---

#A
Density functional theory data (ωB97M-V/def2-TZVPD) for an isolated ion of composition C5H13N3O2 and charge +2.

Last column: natural (NBO) charge in e.
Element x y z (Å)
C  -1.899  -0.345  1.988  -0.45
N  -1.110  -0.103  0.782  -0.50
C  -0.295  0.845  0.475  0.53
N  -0.334  1.976  1.193  -0.73
C  0.686  0.600  -0.600  -0.09
C  1.711  1.509  -0.666  0.27
O  2.640  1.398  -1.602  -0.65
N  0.585  -0.328  -1.729  -0.57
C  0.842  -1.730  -1.133  0.09
O  -0.340  -2.362  -0.699  -0.71
H  -1.269  0.061  2.845  0.23
H  -2.245  -1.363  2.160  0.28
H  -2.858  0.219  1.813  0.24
H  -1.292  -0.754  0.049  0.43
H  0.185  2.827  1.060  0.44
H  -0.913  1.993  1.987  0.43
H  1.695  2.048  0.341  0.23
H  3.476  1.874  -1.560  0.57
H  -0.242  -0.287  -2.391  0.48
H  1.483  0.085  -2.164  0.49
H  1.423  -2.294  -1.896  0.24
H  1.448  -1.494  -0.190  0.22
H  -0.535  -3.168  -1.080  0.52

HOMO energy, eV: -18.0857
Orbital gap, eV: 10.192
Structure (SMILES): C/[NH+]=C(N)/C(=C/O)[NH2+]CO
Net charge: +2

---

#B
Density functional theory data (ωB97M-V/def2-TZVPD) for a 2-piece molecular cluster, C5H13N3O2 overall.

Last column: natural (NBO) charge in e.
Element x y z (Å)
C  -1.266  -1.779  0.293  0.13
C  -0.865  -0.671  -0.323  0.03
C  1.349  0.055  -0.001  0.68
C  3.633  -0.713  -0.327  -0.47
C  -2.454  1.463  -0.080  0.12
N  1.430  1.145  0.652  -0.77
N  2.217  -0.815  -0.275  -0.53
N  -1.727  0.361  -0.944  -0.62
O  -2.577  -2.009  0.500  -0.68
O  -1.431  2.214  0.467  -0.73
H  -0.637  -2.461  0.831  0.23
H  4.076  0.183  0.300  0.24
H  4.048  -0.277  -1.202  0.26
H  4.197  -1.528  -0.010  0.27
H  -3.146  1.974  -0.849  0.21
H  -3.150  0.876  0.517  0.21
H  0.716  1.859  0.612  0.46
H  1.987  1.195  1.461  0.44
H  1.847  -1.772  -0.693  0.47
H  -1.102  0.854  -1.740  0.48
H  -2.501  -0.221  -1.394  0.48
H  -2.845  -2.763  1.052  0.54
H  -1.798  2.830  1.152  0.54

HOMO energy, eV: -17.4618
Orbital gap, eV: 8.611
Net charge: +2

---

Structures ranked by computed energy, the most stable listed first: #A, #B.

---

#A
Density functional theory data (ωB97M-V/def2-TZVPD) for a 9-piece molecular cluster, C24H66O12 overall.

Last column: Mulliken charge in e.
Element x y z (Å)
C  2.999  1.080  2.068  -1.00
C  2.580  2.491  1.515  0.83
C  3.696  3.064  0.584  -1.38
O  1.534  2.120  0.605  0.01
H  3.822  1.232  2.925  0.41
H  3.372  0.565  1.260  0.30
H  2.272  0.691  2.683  -0.12
H  2.259  3.400  2.163  0.09
H  4.000  2.432  -0.297  0.15
H  4.819  3.180  1.267  0.25
H  3.319  3.898  0.061  0.54
H  1.205  2.825  0.046  -0.13
C  3.696  -0.386  -2.380  -1.30
C  3.660  -1.623  -3.251  0.46
C  4.080  -2.894  -2.336  -1.23
O  2.411  -1.640  -3.658  -0.47
H  3.674  0.498  -2.909  0.60
H  4.536  -0.369  -1.673  0.39
H  2.882  -0.424  -1.648  0.06
H  4.309  -1.433  -4.172  0.24
H  3.949  -3.779  -2.893  0.41
H  3.435  -2.957  -1.535  0.13
H  5.170  -2.743  -2.104  0.39
H  2.268  -0.904  -4.332  0.29
C  1.882  1.878  5.999  -0.99
C  0.596  2.367  5.211  0.41
C  -0.318  1.481  4.498  -0.90
O  -0.137  3.197  6.138  -0.60
H  2.269  1.109  5.164  0.12
H  1.445  1.412  6.841  0.39
H  2.459  2.688  6.443  0.31
H  1.044  3.057  4.574  0.07
H  -1.010  2.048  3.998  0.35
H  -0.868  0.835  5.197  0.40
H  0.028  0.924  3.618  0.11
H  0.049  4.245  5.764  0.35
C  -0.792  -5.219  -3.332  -1.10
C  0.010  -4.069  -2.830  0.83
C  0.702  -4.136  -1.501  -0.53
O  1.030  -3.928  -3.820  -0.61
H  -0.264  -6.261  -2.970  0.26
H  -0.956  -5.134  -4.476  0.29
H  -1.807  -5.206  -2.703  0.21
H  -0.640  -3.170  -2.840  0.03
H  0.125  -4.077  -0.515  0.26
H  1.273  -3.251  -1.482  -0.25
H  1.400  -4.971  -1.422  0.37
H  1.346  -3.006  -3.864  0.34
C  -5.924  2.682  -0.964  -1.27
C  -4.551  3.386  -1.167  0.87
C  -4.668  4.861  -1.228  -1.69
O  -3.718  3.083  -0.151  -0.53
H  -6.373  2.862  -1.871  0.45
H  -6.583  3.098  -0.130  0.26
H  -5.988  1.600  -0.794  0.15
H  -4.143  2.904  -2.055  0.25
H  -3.887  5.160  -1.727  0.50
H  -5.030  5.235  -0.300  0.41
H  -5.478  5.225  -2.015  0.32
H  -3.433  2.093  -0.153  0.29
C  -5.457  -1.669  -1.151  -1.54
C  -4.526  -2.649  -0.617  -0.44
C  -3.376  -2.877  -1.716  -0.86
O  -3.874  -2.158  0.557  -0.68
H  -5.777  -2.017  -2.020  0.59
H  -5.069  -0.933  -1.264  0.36
H  -6.238  -1.432  -0.343  0.31
H  -5.018  -3.443  -0.598  0.95
H  -3.954  -3.241  -2.700  0.36
H  -2.541  -3.413  -1.405  0.09
H  -3.069  -2.020  -2.159  0.43
H  -3.389  -2.918  1.009  0.35
O  0.029  4.158  -0.419  -0.60
C  -0.112  3.823  -1.841  0.14
C  1.143  3.248  -2.391  -0.42
O  1.010  2.991  -3.824  -0.51
H  -0.785  4.500  0.039  0.29
H  -0.812  2.875  -1.996  0.11
H  -0.542  4.724  -2.526  0.32
H  1.524  2.435  -1.876  0.13
H  1.979  3.884  -2.052  0.18
H  0.912  3.873  -4.139  0.37
O  4.195  -4.111  2.983  -0.57
C  3.567  -2.913  3.019  -0.50
C  2.043  -3.144  3.220  -0.39
O  1.370  -1.932  3.021  -0.39
H  4.661  -4.304  3.861  0.36
H  3.904  -2.403  3.778  0.44
H  3.826  -2.261  2.205  0.21
H  1.909  -3.718  4.209  0.25
H  1.843  -3.828  2.496  0.38
H  1.608  -1.461  2.021  0.15
O  0.758  -0.585  0.417  0.28
C  -0.542  -0.681  -0.277  -1.13
C  -1.498  0.403  0.321  -0.30
O  -2.800  0.289  -0.194  -0.42
H  0.961  0.288  0.618  -0.31
H  -0.325  -0.512  -1.281  0.37
H  -0.751  -1.524  -0.128  1.22
H  -1.071  1.411  0.506  -0.01
H  -1.515  0.457  1.450  0.13
H  -3.222  -0.554  0.098  0.22

HOMO energy, eV: -9.2515
Orbital gap, eV: 9.620
Structure (SMILES): CC(C)O.CC(C)O.CC(C)O.CC(C)O.CC(C)O.CC(C)O.OCCO.OCCO.OCCO
Net charge: 0

---

#B
Density functional theory data (ωB97M-V/def2-TZVPD) for a 9-piece molecular cluster, C24H66O12 overall.

Last column: Mulliken charge in e.
Element x y z (Å)
C  1.504  -0.215  -1.255  -1.28
C  0.311  -0.339  -0.397  0.70
C  -0.402  1.049  -0.112  -1.26
O  -0.677  -1.244  -0.929  -0.49
H  2.380  0.082  -0.677  0.35
H  1.279  0.420  -2.111  0.29
H  1.713  -1.185  -1.706  0.38
H  0.624  -0.735  0.569  0.10
H  0.322  1.858  -0.004  0.35
H  -1.043  0.927  0.761  0.29
H  -1.001  1.252  -1.000  0.32
H  -0.262  -2.092  -1.102  0.25
C  4.311  3.321  -4.298  -1.12
C  4.275  2.244  -5.448  0.25
C  5.265  2.565  -6.567  -1.07
O  4.715  1.001  -4.888  -0.52
H  3.727  2.990  -3.439  0.29
H  3.948  4.215  -4.804  0.36
H  5.317  3.592  -3.977  0.30
H  3.256  2.015  -5.758  0.31
H  6.249  2.444  -6.115  0.25
H  5.060  3.563  -6.954  0.33
H  5.262  1.867  -7.404  0.30
H  5.540  1.142  -4.419  0.31
C  -5.948  -1.524  -4.110  -1.37
C  -4.488  -1.350  -3.735  0.80
C  -3.826  -0.097  -4.206  -1.36
O  -4.486  -1.367  -2.343  -0.52
H  -5.980  -1.828  -5.157  0.40
H  -6.552  -0.622  -4.009  0.32
H  -6.384  -2.402  -3.635  0.35
H  -3.925  -2.209  -4.101  0.06
H  -4.306  0.788  -3.790  0.33
H  -3.980  0.087  -5.269  0.36
H  -2.755  0.017  -4.036  0.36
H  -3.575  -1.338  -2.041  0.27
C  -1.081  0.072  5.121  -1.32
C  -1.431  0.206  6.621  0.64
C  -2.186  1.479  6.982  -1.18
O  -2.145  -0.938  7.032  -0.55
H  -2.004  -0.050  4.554  0.31
H  -0.460  -0.793  4.892  0.33
H  -0.572  0.973  4.779  0.36
H  -0.489  0.192  7.168  0.16
H  -1.715  2.392  6.620  0.26
H  -2.144  1.615  8.063  0.37
H  -3.242  1.465  6.713  0.30
H  -2.167  -0.901  7.991  0.33
C  -7.592  2.369  1.660  -1.30
C  -6.750  1.092  1.531  0.56
C  -6.808  0.054  2.703  -1.19
O  -7.190  0.417  0.397  -0.53
H  -7.305  2.916  2.558  0.36
H  -8.673  2.253  1.746  0.33
H  -7.333  3.098  0.893  0.32
H  -5.701  1.365  1.418  0.22
H  -6.166  -0.799  2.483  0.34
H  -7.836  -0.299  2.786  0.31
H  -6.405  0.448  3.636  0.31
H  -6.449  -0.152  0.176  0.28
C  -3.054  5.179  3.015  -1.31
C  -2.315  6.459  3.332  0.62
C  -0.924  6.242  3.935  -1.27
O  -2.120  7.126  2.131  -0.54
H  -3.075  4.460  3.835  0.31
H  -2.510  4.626  2.249  0.36
H  -3.977  5.298  2.448  0.36
H  -2.904  7.040  4.041  0.18
H  -0.995  5.600  4.813  0.33
H  -0.449  7.169  4.255  0.31
H  -0.319  5.779  3.155  0.32
H  -3.019  7.234  1.812  0.32
O  3.675  -3.168  2.740  -0.48
C  3.924  -3.946  3.882  -0.29
C  5.426  -3.845  4.243  -0.53
O  6.272  -4.534  3.299  -0.51
H  2.802  -3.379  2.400  0.27
H  3.277  -3.630  4.701  0.29
H  3.570  -4.947  3.633  0.29
H  5.703  -4.271  5.207  0.35
H  5.719  -2.808  4.406  0.28
H  6.126  -3.971  2.535  0.32
O  8.228  -2.237  -0.475  -0.50
C  7.717  -1.456  -1.541  -0.43
C  8.480  -0.090  -1.680  -0.27
O  7.956  0.671  -2.785  -0.49
H  9.059  -2.640  -0.736  0.30
H  7.555  -1.999  -2.473  0.32
H  6.696  -1.242  -1.227  0.21
H  9.517  -0.328  -1.916  0.26
H  8.511  0.444  -0.730  0.30
H  8.190  1.592  -2.646  0.30
O  -0.166  -5.238  -2.540  -0.50
C  -0.473  -5.514  -3.919  -0.19
C  -0.095  -6.942  -4.424  -0.56
O  -1.033  -7.941  -4.077  -0.50
H  -0.406  -6.006  -2.017  0.28
H  -1.531  -5.332  -4.106  0.22
H  0.080  -4.785  -4.512  0.32
H  0.896  -7.161  -4.026  0.31
H  0.022  -6.816  -5.500  0.32
H  -1.662  -8.056  -4.794  0.31

HOMO energy, eV: -9.7443
Orbital gap, eV: 10.051
Structure (SMILES): CC(C)O.CC(C)O.CC(C)O.CC(C)O.CC(C)O.CC(C)O.OCCO.OCCO.OCCO
Net charge: 0

---

Structures ranked by computed energy, the most stable listed first: #B, #A.